No. 1
2 unconnected molecules or ions with the total composition C2H7NO2. Source: OMol25; level of theory: ωB97M-V with the def2-TZVPD basis set.

Values from the calculation:
**Spin multiplicity**: 2
**Maximum force**: 6.2 eV/A
**Total energy**: -285.22246 hartree
**Gap between HOMO and LUMO (alpha / beta)**: 9.32 / 3.54 eV
**ΔE to the lowest compared entry with this formula, charge and spin**: 2.609 eV
**Charge**: +1

Last column: Mulliken charge in e.
Geometry (Å):
O: 1.7538 1.5963 1.4214  -0.36
C: 2.4021 1.4665 2.3777  -0.09
H: 2.3409 0.5172 2.9464  0.19
H: 3.0803 2.2112 2.6860  0.26
N: -0.7131 -1.9334 -0.9152  -0.07
C: -1.2311 -0.9374 -1.7718  -0.24
O: -2.0200 0.0166 -1.0216  -0.40
H: 0.2780 -1.8290 -0.7270  0.32
H: -1.2882 -2.1688 -0.1252  0.34
H: -0.5756 -0.5062 -2.4351  0.41
H: -2.2131 -1.4151 -2.3352  0.28
H: -1.5279 0.6460 -0.4378  0.36

Force components x, y, z for each atom (eV/Å):
O -2.49 0.49 -3.51
C 1.06 -1.94 2.34
H 0.21 0.17 0.34
H 1.14 1.18 0.78
N 0.64 1.99 0.12
C -6.16 -0.89 0.26
O 1.00 -0.25 0.41
H 0.50 -0.80 0.07
H -0.51 -0.53 0.44
H 1.79 0.75 -1.42
H 2.69 0.60 0.69
H 0.13 -0.79 -0.53


No. 2
2 unconnected molecules or ions with the total composition C13H13F3NO10S2. Source: OMol25; level of theory: ωB97M-V with the def2-TZVPD basis set.

Values from the calculation:
**Maximum force**: 7.8 eV/A
**Total energy**: -2406.24383 hartree
**Gap between HOMO and LUMO**: 7.29 eV
**Charge**: -1

Last column: Mulliken charge in e.
Geometry (Å):
O: -0.3418 -1.1364 -1.4466  -0.45
C: -1.5195 -0.9967 -1.0162  0.29
F: -2.3776 -2.1348 -1.1682  -0.27
C: -2.0326 0.3825 -0.3397  -0.35
C: -1.7500 0.4466 1.2516  0.27
S: -2.3179 -1.2265 1.9351  -0.17
C: -2.5677 1.6606 1.9425  -0.54
O: -2.7159 1.3261 3.3519  -0.32
S: -1.2413 1.3574 4.1629  1.21
O: -1.4931 0.6739 5.5047  -0.67
O: -0.8846 2.8063 4.4668  -0.62
C: 0.1384 0.5066 3.2002  -0.28
N: 1.4287 1.1228 3.6219  0.12
C: 1.6353 1.0026 5.1126  0.53
O: 1.7607 -0.1805 5.5391  -0.45
F: 1.6806 2.1438 5.9561  -0.21
C: 2.5933 0.4492 3.0464  0.51
O: 2.5932 -0.5626 2.3230  -0.43
F: 3.8828 0.9944 3.4039  -0.27
C: -0.2014 0.6471 1.6299  -0.24
C: 0.3999 2.0116 0.9650  0.05
O: 0.4793 3.1248 1.5917  -0.62
O: 0.8453 1.9545 -0.3484  -0.74
H: -1.6244 1.3156 -0.8651  0.36
H: -3.1812 0.4092 -0.4694  0.41
H: -1.1552 -2.0039 1.8624  0.17
H: -3.6298 1.6509 1.4840  0.37
H: -2.1289 2.6989 1.7419  0.30
H: 0.0861 -0.6114 3.4676  0.45
H: 0.3732 -0.2115 1.0996  0.59
O: 0.9268 -0.3498 -7.5261  -0.59
C: 0.9088 -1.0041 -6.5132  0.48
O: 0.1052 -2.0864 -6.3195  -0.37
C: 0.2595 -2.5555 -4.9747  -0.28
C: 1.6023 -2.0372 -4.5237  -0.40
C: 1.7191 -0.7295 -5.2755  -0.35
H: -0.5624 -2.1599 -4.3707  0.17
H: 0.2169 -3.6464 -4.9587  0.31
H: 1.6793 -1.9284 -3.4404  0.26
H: 2.3928 -2.7208 -4.8515  0.28
H: 1.2629 0.0979 -4.7267  0.24
H: 2.7549 -0.5010 -5.5266  0.27

Force components x, y, z for each atom (eV/Å):
O -5.83 0.47 2.04
C 4.92 -0.24 -1.59
F 1.03 2.65 0.49
C -1.31 -0.31 0.04
C 1.16 0.31 -0.14
S 0.55 0.08 0.20
C -1.16 -1.00 -1.65
O 2.55 0.23 -0.22
S -0.84 3.85 6.75
O 0.61 0.59 -4.67
O -0.80 -4.25 -2.26
C -1.30 -1.02 -1.37
N 2.01 -0.09 1.11
C 0.23 -4.04 2.22
O -0.40 6.22 -1.02
F -0.11 -3.17 -3.00
C 0.94 -3.10 -2.18
O -0.33 4.54 2.94
F -3.61 -0.64 -0.28
C 1.43 -0.36 -1.48
C 2.37 3.28 -4.28
O -1.08 -3.63 -0.29
O -2.46 -1.31 5.37
H 0.04 -1.71 0.57
H 1.72 -0.20 0.32
H -0.87 1.14 -0.22
H 1.53 0.02 1.08
H -0.09 -1.62 0.50
H -0.02 1.80 -0.02
H -0.87 1.47 0.92
O -0.29 -0.78 0.38
C -0.01 0.86 -0.66
O 0.21 0.33 -0.43
C -0.24 -0.36 0.44
C 0.47 -0.12 0.62
C 0.26 -0.35 0.21
H 0.07 -0.01 -0.02
H -0.15 0.13 -0.20
H -0.12 -0.04 -0.09
H -0.09 0.03 0.03
H 0.09 0.04 -0.09
H -0.23 0.30 -0.07


No. 3
C13H16N2O4 in the gas phase. Source: OMol25; level of theory: ωB97M-V with the def2-TZVPD basis set.

Values from the calculation:
**Structure (SMILES)**: CCOc1ncccc1C(=O)OCC(=O)NC1CC1
**Maximum force**: 0.7 eV/A
**Total energy**: -915.44343 hartree
**Gap between HOMO and LUMO**: 9.41 eV
**ΔE to the lowest compared entry with this formula, charge and spin**: 2.254 eV
**Charge**: 0

Last column: Mulliken charge in e.
Geometry (Å):
C: 4.8698 1.3344 1.2216  -1.10
C: 3.6443 0.7727 1.9285  -0.29
O: 2.4992 0.7696 1.0814  -0.41
C: 2.4089 -0.1773 0.1603  0.34
N: 3.3418 -1.1186 0.0978  -0.52
C: 3.2218 -2.0915 -0.7885  -0.44
C: 2.1587 -2.1972 -1.6677  -0.62
C: 1.1825 -1.2142 -1.6240  -0.38
C: 1.2887 -0.1744 -0.7090  0.46
C: 0.2940 0.9173 -0.6579  0.71
O: 0.4584 2.0036 -0.1724  -0.61
O: -0.8643 0.5358 -1.2520  -0.32
C: -1.9211 1.4829 -1.2923  -0.36
C: -3.1601 1.0311 -0.5141  0.50
O: -4.1803 1.6846 -0.5287  -0.67
N: -3.0005 -0.1203 0.1615  -0.14
C: -4.0284 -0.7087 0.9547  -0.20
C: -3.6601 -1.4440 2.2064  -0.62
C: -4.1557 -2.2003 1.0060  -0.62
H: 5.1625 0.6771 0.4072  0.31
H: 4.6470 2.3199 0.8206  0.29
H: 5.6927 1.4141 1.9261  0.39
H: 3.8406 -0.2459 2.2781  0.33
H: 3.3562 1.4087 2.7683  0.34
H: 4.0266 -2.8147 -0.7834  0.39
H: 2.1008 -3.0103 -2.3725  0.41
H: 0.3437 -1.2361 -2.3030  0.51
H: -2.2054 1.6387 -2.3370  0.32
H: -1.5768 2.4362 -0.8732  0.31
H: -2.1198 -0.6086 0.0908  0.13
H: -4.9193 -0.0955 0.9360  0.54
H: -4.3067 -1.3517 3.0644  0.25
H: -2.6130 -1.5235 2.4573  0.24
H: -5.1443 -2.6298 1.0359  0.25
H: -3.4418 -2.7894 0.4500  0.24

Force components x, y, z for each atom (eV/Å):
C -0.38 -0.13 0.02
C 0.56 -0.03 0.29
O -0.19 0.12 -0.09
C -0.18 -0.42 -0.43
N 0.03 0.44 0.42
C -0.19 -0.14 -0.24
C 0.03 -0.01 -0.03
C 0.15 0.10 0.21
C 0.27 -0.06 0.11
C 0.07 0.40 0.19
O -0.05 -0.18 -0.12
O -0.11 -0.32 -0.13
C -0.31 0.65 -0.01
C 0.54 -0.17 -0.16
O -0.18 0.28 -0.10
N 0.34 -0.43 0.15
C -0.20 0.02 0.09
C -0.03 0.11 0.12
C -0.13 -0.04 -0.11
H 0.08 0.00 -0.03
H 0.03 0.11 -0.02
H 0.11 0.02 0.08
H -0.06 0.19 0.04
H 0.00 -0.13 -0.09
H 0.01 -0.13 -0.09
H 0.02 -0.07 -0.06
H -0.05 0.00 -0.01
H 0.01 -0.06 0.17
H -0.16 -0.21 -0.10
H -0.07 0.16 -0.09
H 0.01 -0.13 0.07
H -0.09 0.02 0.05
H 0.12 0.02 -0.06
H -0.10 0.00 0.02
H 0.12 0.01 -0.06


No. 4
5 unconnected molecules or ions with the total composition C32H73B2BrN5O14S. Source: OMol25; level of theory: ωB97M-V with the def2-TZVPD basis set.

Values from the calculation:
**Maximum force**: 5.2 eV/A
**Total energy**: -5611.65794 hartree
**Gap between HOMO and LUMO**: 5.92 eV
**Charge**: +1

Last column: Mulliken charge in e.
Geometry (Å):
O: 4.1078 -1.0956 -0.2751  -0.56
C: 2.6884 -0.9288 -0.6113  0.53
C: 1.6916 -1.5742 0.4694  -0.19
C: 0.5520 -0.5946 0.9969  0.40
C: 0.8578 0.6259 1.9214  0.48
C: 2.3509 1.0303 2.3877  -1.23
B: 2.9165 2.2769 1.4921  0.87
O: 2.1859 3.5081 1.2521  -0.58
O: 4.2234 2.1887 0.8701  -0.58
C: -0.2898 1.5564 2.4715  -0.23
Br: -0.0184 3.1125 3.6407  -0.14
C: -1.7294 1.2080 2.0523  -0.25
B: -2.9634 2.1017 2.6203  0.58
O: -4.0252 1.3991 3.3285  -0.56
O: -3.1069 3.5159 2.4961  -0.49
N: -2.0093 0.0848 1.1502  0.51
O: -3.3247 -0.0750 0.8344  -0.43
C: -0.9664 -0.7855 0.6325  -0.02
S: -1.5414 -2.1587 -0.4827  0.17
H: 4.2073 -1.3450 0.6667  0.36
H: 2.5008 0.1710 -0.8403  -0.51
H: 2.5540 -1.5262 -1.5929  0.37
H: 1.1674 -2.4676 -0.0433  -0.46
H: 2.2937 -2.0197 1.3455  0.45
H: 3.0042 0.1004 2.3102  0.19
H: 2.2264 1.3757 3.4853  0.55
H: 2.7199 4.2702 1.5845  0.26
H: 4.2485 2.8470 0.1339  0.29
H: -3.6304 0.6457 3.8266  0.34
H: -3.3846 3.8978 3.3622  0.32
H: -3.5484 0.5965 0.1335  0.39
H: -2.8984 -1.9910 -0.7263  0.21
C: -1.8599 3.0849 -5.1880  -0.91
O: -0.7129 2.4085 -5.6803  -0.01
C: 0.3329 3.2865 -6.1102  -1.02
C: 1.5089 3.2617 -5.1307  -0.05
N: 1.1657 3.8993 -3.8613  -0.26
C: 2.1084 3.6226 -2.7707  -1.23
C: 2.3461 2.1585 -2.3744  -0.30
O: 1.2310 1.5320 -1.7435  -0.07
C: 0.2279 1.0729 -2.6367  -0.20
H: -2.6705 2.3579 -5.1094  0.20
H: -1.6790 3.4977 -4.1932  0.34
H: -2.1749 3.8804 -5.8679  0.36
H: -0.0314 4.3057 -6.2798  0.41
H: 0.6814 2.8983 -7.0723  0.41
H: 2.3593 3.7867 -5.5781  0.42
H: 1.7909 2.2133 -4.9927  0.10
H: 0.2503 3.5833 -3.5648  0.07
H: 1.7252 4.1512 -1.8914  0.40
H: 3.0700 4.0850 -3.0224  0.47
H: 3.1433 2.1573 -1.6229  0.12
H: 2.7196 1.5458 -3.2009  0.52
H: 0.6436 0.7033 -3.5769  0.39
H: -0.4991 1.8669 -2.8201  0.08
H: -0.3093 0.2526 -2.1530  -0.28
C: -3.1759 -9.1104 2.5993  -0.69
O: -2.2489 -9.6238 1.6548  -0.33
C: -2.7268 -9.5978 0.3073  -0.80
C: -2.0097 -8.5201 -0.5096  -0.21
N: -2.4013 -7.1771 -0.0890  -0.25
C: -1.5252 -6.1078 -0.5826  -0.60
C: -0.0339 -6.1650 -0.2182  -0.59
O: 0.2451 -5.9312 1.1586  -0.45
C: 0.0527 -7.0560 2.0031  -0.55
H: -2.8258 -9.3839 3.5960  0.23
H: -3.2305 -8.0209 2.5479  0.28
H: -4.1708 -9.5390 2.4536  0.34
H: -3.8155 -9.4838 0.2605  0.40
H: -2.4802 -10.5734 -0.1232  0.40
H: -2.2547 -8.6509 -1.5690  0.37
H: -0.9349 -8.6844 -0.3867  0.17
H: -2.4037 -7.1310 0.9229  0.06
H: -1.9315 -5.1708 -0.1865  0.35
H: -1.6249 -6.0590 -1.6735  0.32
H: 0.4560 -5.3455 -0.7564  0.33
H: 0.4569 -7.0800 -0.5644  0.40
H: 0.3157 -7.9958 1.5123  0.31
H: -0.9787 -7.0812 2.3607  0.15
H: 0.6924 -6.9367 2.8798  0.32
C: -0.2443 6.7208 6.2228  -0.86
O: 0.8920 6.0246 5.7301  -0.13
C: 1.9527 6.8857 5.3039  -0.86
C: 3.1271 6.8401 6.2847  -0.12
N: 2.7928 7.4806 7.5531  -0.32
C: 3.7302 7.1887 8.6462  -0.68
C: 3.9476 5.7215 9.0456  -0.46
O: 2.8262 5.1106 9.6757  -0.44
C: 1.8179 4.6614 8.7870  -0.45
H: -1.0677 6.0083 6.2990  0.23
H: -0.0575 7.1275 7.2180  0.30
H: -0.5441 7.5234 5.5441  0.38
H: 1.6053 7.9110 5.1357  0.38
H: 2.2963 6.4934 4.3409  0.32
H: 3.9864 7.3523 5.8387  0.41
H: 3.3925 5.7870 6.4215  0.11
H: 1.8723 7.1784 7.8480  0.08
H: 3.3533 7.7230 9.5241  0.37
H: 4.6985 7.6373 8.3956  0.38
H: 4.7431 5.7121 9.7977  0.35
H: 4.3145 5.1024 8.2202  0.33
H: 2.2282 4.2841 7.8469  0.24
H: 1.0996 5.4634 8.6021  0.11
H: 1.2727 3.8498 9.2733  0.35
C: -0.2581 -2.9917 -7.9424  -0.75
O: -0.1264 -1.8368 -7.1263  -0.31
C: -1.0917 -0.8195 -7.4090  -0.91
C: -2.1332 -0.7253 -6.2919  0.57
N: -3.0121 -1.8929 -6.2744  -0.33
C: -3.8042 -2.0338 -5.0473  -1.21
C: -3.0551 -2.1379 -3.7109  0.22
O: -2.3298 -3.3534 -3.5337  -0.37
C: -1.0677 -3.3883 -4.1831  -0.53
H: 0.6430 -3.5946 -7.8187  0.23
H: -1.1138 -3.5969 -7.6361  0.31
H: -0.3518 -2.7242 -8.9979  0.34
H: -1.5607 -0.9602 -8.3891  0.42
H: -0.5398 0.1251 -7.4416  0.29
H: -2.7368 0.1766 -6.4400  0.36
H: -1.5860 -0.6175 -5.3499  -0.37
H: -2.4559 -2.7327 -6.3805  0.12
H: -4.4020 -2.9426 -5.1691  0.39
H: -4.5101 -1.1963 -4.9969  0.44
H: -3.8147 -2.1345 -2.9202  0.33
H: -2.4161 -1.2708 -3.5098  -0.01
H: -0.5729 -2.4139 -4.1864  0.22
H: -1.1828 -3.7676 -5.2001  0.22
H: -0.4294 -4.0954 -3.6487  0.33

Force components x, y, z for each atom (eV/Å):
O -1.36 -0.17 0.60
C 0.54 -0.41 -0.65
C -0.83 -0.21 -0.31
C -2.48 2.68 1.69
C -1.53 -0.08 -0.27
C -1.72 -0.77 -0.16
B 1.53 1.38 -1.57
O 1.36 -1.47 1.26
O -2.79 0.33 0.60
C -1.96 -3.44 -2.93
Br -0.12 -1.76 -1.07
C 3.60 0.00 -0.38
B -2.61 0.63 1.36
O 3.03 0.86 -0.47
O 0.86 -2.52 0.76
N 4.71 1.52 1.57
O -0.13 0.15 -1.01
C -0.14 0.87 0.68
S 0.75 0.98 0.70
H -0.13 0.28 -0.84
H 0.00 -1.67 0.65
H 0.11 1.07 1.49
H 0.79 1.38 1.03
H -1.05 0.83 -1.17
H -0.74 1.39 0.19
H 0.39 -0.62 -1.70
H -0.59 -0.76 -0.65
H 0.18 -0.55 0.99
H -0.70 0.45 -0.67
H -0.18 -0.42 -1.04
H 0.37 -0.73 0.70
H 1.09 0.52 0.71
C 0.08 -0.32 -0.13
O -0.15 0.43 0.04
C 0.46 -0.35 0.00
C -0.47 0.17 -0.05
N 0.15 -0.29 0.15
C -0.33 0.10 -0.11
C 0.16 0.39 0.20
O 0.00 0.14 -0.29
C -0.12 0.04 0.33
H 0.09 -0.02 -0.04
H -0.08 0.21 0.05
H 0.01 0.04 0.07
H -0.05 -0.09 0.18
H 0.01 0.05 0.05
H -0.04 -0.03 0.03
H 0.09 -0.10 -0.18
H 0.06 0.09 -0.11
H 0.11 -0.09 0.01
H 0.00 -0.14 -0.02
H -0.07 -0.06 -0.04
H -0.16 -0.02 -0.08
H -0.02 0.11 -0.03
H -0.04 -0.09 -0.26
H 0.11 -0.05 0.06
C 0.30 -0.21 0.03
O -0.49 0.17 -0.06
C 0.51 -0.05 -0.23
C -0.33 -0.06 0.35
N 0.28 0.13 0.00
C -0.17 -0.22 0.17
C -0.09 0.41 -0.03
O 0.04 -0.13 -0.32
C 0.02 0.27 0.24
H 0.04 -0.02 -0.11
H -0.20 0.11 0.02
H -0.02 0.07 -0.02
H 0.09 0.14 0.11
H -0.03 0.07 -0.01
H 0.01 0.02 0.04
H 0.06 -0.18 -0.08
H -0.04 -0.09 -0.11
H 0.10 -0.01 -0.06
H 0.09 -0.03 0.03
H -0.01 0.00 0.05
H -0.10 -0.12 0.11
H -0.12 0.02 -0.04
H 0.01 -0.28 0.00
H 0.04 0.07 -0.12
C 0.02 -0.27 -0.06
O -0.18 0.35 -0.14
C 0.48 -0.33 0.08
C -0.49 0.18 0.04
N 0.08 -0.25 0.02
C -0.22 0.04 -0.07
C 0.10 0.25 0.39
O 0.19 -0.06 -0.38
C -0.07 0.05 0.43
H 0.10 -0.02 -0.01
H -0.09 0.18 0.02
H 0.03 0.04 0.05
H -0.06 -0.09 0.18
H 0.01 0.05 0.02
H -0.03 -0.02 0.02
H 0.09 -0.11 -0.17
H 0.08 0.05 -0.08
H 0.12 -0.08 -0.02
H -0.02 -0.11 0.00
H -0.10 0.01 -0.02
H -0.16 -0.01 -0.12
H 0.01 0.11 -0.05
H -0.06 -0.08 -0.26
H 0.12 0.02 0.06
C 0.26 0.09 0.20
O -0.30 -0.08 -0.35
C 0.09 0.32 0.45
C 0.11 -0.32 -0.39
N 0.08 0.03 0.40
C 0.14 -0.11 -0.32
C -0.33 -0.28 0.01
O -0.03 0.52 0.20
C -0.05 -0.36 0.06
H -0.04 0.10 0.04
H -0.13 -0.10 -0.16
H -0.07 -0.03 0.01
H -0.02 -0.18 0.13
H -0.10 -0.02 0.03
H 0.03 -0.04 0.01
H 0.13 0.21 0.02
H -0.04 0.12 -0.10
H 0.00 0.09 0.14
H 0.08 0.01 0.09
H -0.05 -0.09 -0.06
H 0.19 0.00 -0.17
H -0.08 0.03 -0.11
H 0.21 0.17 -0.06
H -0.10 0.03 0.08


No. 5
A molecular structure, C8H11MoNOSe4. Source: OMol25; level of theory: ωB97M-V with the def2-TZVPD basis set.

Values from the calculation:
**Spin multiplicity**: 3
**Maximum force**: 0.5 eV/A
**Total energy**: -10114.79486 hartree
**Gap between HOMO and LUMO (alpha / beta)**: 6.79 / 6.71 eV
**Charge**: +2

Last column: Mulliken charge in e.
Geometry (Å):
Mo: -0.6530 0.7805 -1.6095  0.51
O: 1.0153 -0.4697 -2.1061  -0.42
C: 1.7178 -1.3207 -1.1210  -0.49
C: 2.4605 -0.4673 -0.1198  -0.49
C: 1.5866 0.6135 0.5301  -0.89
C: 0.3212 0.0838 1.1484  1.12
C: 0.2601 -0.3098 2.4714  -0.75
C: -0.9263 -0.8094 2.9863  -0.29
C: -2.0413 -0.9032 2.1631  -0.79
C: -1.9322 -0.4894 0.8567  -0.20
N: -0.7716 -0.0117 0.3531  0.20
H: 1.5489 -0.3301 -2.8992  0.25
H: 2.3722 -1.9835 -1.6816  0.46
H: 0.9310 -1.9168 -0.6639  0.32
H: 3.3283 0.0061 -0.5810  0.39
H: 2.8446 -1.1419 0.6495  0.37
H: 1.3531 1.4082 -0.1980  0.02
H: 2.1692 1.1299 1.2924  0.47
H: 1.1388 -0.2127 3.0946  0.47
H: -0.9835 -1.1162 4.0222  0.45
H: -2.9849 -1.2829 2.5267  0.43
H: -2.7720 -0.5301 0.1781  0.34
Se: -2.3298 0.1880 -2.9401  0.09
Se: -3.8149 2.1496 -3.8180  0.16
Se: -2.8867 3.8996 -2.9770  0.14
Se: -0.9515 3.0361 -1.5573  0.10

Force components x, y, z for each atom (eV/Å):
Mo 0.17 0.29 0.27
O 0.00 0.08 0.18
C -0.01 0.00 -0.10
C 0.00 -0.05 0.03
C 0.02 0.05 0.01
C 0.02 0.00 0.03
C 0.01 -0.01 -0.01
C -0.02 -0.01 0.00
C 0.01 0.00 -0.03
C 0.00 -0.03 0.04
N 0.08 0.03 0.04
H 0.01 -0.03 -0.04
H 0.03 0.00 0.03
H 0.01 -0.02 0.00
H -0.01 0.00 -0.02
H 0.01 0.01 0.00
H -0.01 -0.03 -0.01
H -0.01 -0.01 0.02
H 0.00 0.00 0.00
H 0.00 0.00 0.00
H 0.00 0.00 0.01
H -0.01 0.01 0.01
Se -0.30 -0.10 -0.36
Se -0.09 -0.09 -0.05
Se 0.04 0.15 0.06
Se 0.05 -0.23 -0.11


No. 6
C2H5NOS in the gas phase. Source: OMol25; level of theory: ωB97M-V with the def2-TZVPD basis set.

Values from the calculation:
**Structure (SMILES)**: NC(=O)CS
**Maximum force**: 2.8 eV/A
**Total energy**: -607.39581 hartree
**Gap between HOMO and LUMO**: 10.31 eV
**ΔE to the lowest compared entry with this formula, charge and spin**: 0.300 eV
**Charge**: 0

Last column: Mulliken charge in e.
Geometry (Å):
N: 0.9860 0.8214 0.8512  -0.34
C: 0.8965 0.1318 -0.3214  0.44
O: 1.8323 -0.0117 -1.0586  -0.60
C: -0.4809 -0.3264 -0.6901  -0.36
S: -1.8460 -0.0268 0.5572  -0.29
H: 1.9594 1.0889 1.0611  0.25
H: 0.2086 0.8151 1.4435  0.16
H: -0.7636 0.1041 -1.6944  0.31
H: -0.3923 -1.3845 -0.7483  0.30
H: -2.3999 -1.2120 0.5996  0.14

Force components x, y, z for each atom (eV/Å):
N 2.27 -0.32 -1.59
C -0.57 1.52 1.17
O 0.70 -0.49 -0.80
C -1.46 0.29 -0.55
S 0.79 1.18 -0.54
H -1.22 -0.07 0.41
H -0.68 0.22 1.35
H 0.34 -0.54 1.15
H -0.10 -0.92 -0.47
H -0.07 -0.88 -0.14